(1)
9
Properties=species:S:1:pos:R:3:forces:R:3:nbo_charge:R:1 method="wB97M-V/def2-TZVPD" gap_ha=0.2870 e_above_lowest_kcal_mol=57.4
C 1.6687 -1.6023 -1.6151 -0.9 2.2 -1.0 0.155
C 1.1046 1.1399 0.6761 -1.5 -2.6 -1.7 0.245
C 1.0206 -0.3689 -1.6630 -1.9 1.7 4.0 -0.221
C 0.3475 -0.0107 0.1239 4.7 0.1 -1.9 -0.475
N 2.3857 -2.4679 -1.7022 1.8 -2.8 0.2 -0.191
N 1.8210 1.9658 0.9662 1.3 1.8 0.9 -0.295
S 0.6894 0.7264 -2.7461 0.3 -0.3 -0.4 0.276
H 0.6244 -0.8919 0.6960 -1.0 -0.1 0.0 0.257
H -0.5577 0.2880 -0.2470 -2.7 0.0 0.0 0.249

(2)
20
Properties=species:S:1:pos:R:3:forces:R:3:nbo_charge:R:1 method="wB97M-V/def2-TZVPD" gap_ha=0.2862
C 3.4392 -1.3761 0.0112 -0.8 -0.5 1.1 -0.665
C 1.9428 -0.9620 0.1762 0.2 0.6 -1.6 0.023
Cl 1.1975 -1.2665 1.8044 1.0 0.3 -1.5 -0.017
C 1.1721 -0.3944 -0.8129 -0.6 -0.8 2.4 -0.084
Cl 1.8281 -0.1115 -2.4521 -0.8 -0.1 1.4 0.017
C -0.2980 -0.0166 -0.4053 -0.5 -0.6 -0.9 -0.018
C -1.3161 -1.0391 -0.3044 0.4 3.2 0.3 -0.214
C -2.7104 -0.6165 0.1372 1.1 2.2 0.0 -0.055
Br -4.0513 -2.0403 0.3028 1.0 1.3 -0.1 0.074
C -3.0410 0.7719 0.4273 1.5 -1.7 -0.6 -0.249
C -1.9556 1.7968 0.3207 2.5 1.1 -0.5 0.111
N -1.9616 3.1628 0.5608 1.0 -1.7 -0.4 -0.571
S -0.4241 3.7688 0.3126 -0.9 -2.0 -0.3 0.866
N 0.4458 2.3950 -0.1697 -4.1 0.0 1.1 -0.547
C -0.5415 1.4439 -0.1008 -0.5 -2.6 -0.2 0.097
H 3.9942 -1.0232 0.9322 -0.5 -0.4 -1.1 0.238
H 3.4592 -2.5104 0.0125 0.2 1.3 0.0 0.234
H 3.9205 -0.9960 -0.9246 -0.7 -0.2 0.9 0.248
H -1.0378 -2.0926 -0.5518 -0.6 1.1 0.4 0.255
H -4.0621 1.1061 0.7237 1.0 -0.5 -0.3 0.256

(3)
28
Properties=species:S:1:pos:R:3:forces:R:3:nbo_charge:R:1 method="wB97M-V/def2-TZVPD" multiplicity=2 charge=-1 gap_ha="0.1247 / 0.2738" s2=0.7615 e_above_lowest_kcal_mol=14.0
C 1.8592 2.9661 -0.8711 0.6 -0.6 -0.2 -0.615
C -1.0719 1.8628 1.3072 0.1 0.0 -0.3 -0.436
C -0.4746 0.9165 2.1263 -0.4 0.2 0.0 0.316
C -0.2740 2.4489 0.2551 0.1 0.0 0.2 -0.356
C 1.0889 2.1690 0.1465 -0.9 0.6 0.0 -0.073
C 0.8651 0.5987 2.0311 0.3 0.1 -0.3 -0.466
C 1.6752 1.2740 1.0309 0.3 -0.7 -0.1 -0.394
O -1.2845 0.2690 3.0494 0.4 -0.2 0.3 -0.701
H -2.1181 2.1234 1.3807 -0.1 -0.2 0.2 0.194
H -0.7484 3.1585 -0.4200 0.2 0.0 0.0 0.179
H 1.2954 -0.2235 2.5873 -0.1 -0.1 0.2 0.176
H -0.6769 -0.2773 3.5753 -0.4 0.2 -0.2 0.459
H 2.6884 2.3990 -1.3146 -0.1 -0.1 0.1 0.185
H 2.3231 3.8440 -0.4271 -0.1 0.2 0.1 0.197
H 2.6780 0.8938 0.8495 0.1 0.3 0.1 0.177
H 1.2097 3.2620 -1.6913 -0.1 0.2 0.0 0.197
C -1.4002 -4.1052 -1.3043 0.4 0.0 -0.4 -0.628
C -1.2080 -0.5696 -1.1336 0.6 0.5 -0.1 0.184
C -0.9344 -2.6890 -1.2130 -0.3 -0.1 0.3 0.062
C 0.2942 -2.1481 -0.9464 -0.3 -0.6 -0.4 -0.120
N -1.8682 -1.6855 -1.3223 -0.1 0.1 -0.1 -0.502
N 0.1051 -0.8026 -0.9203 0.5 0.0 0.0 -0.516
H -1.5403 0.4537 -1.1923 -0.3 -0.1 0.2 0.213
H 0.8505 -0.1501 -0.6927 -0.4 0.4 0.2 0.446
H 1.2653 -2.5990 -0.8751 0.1 0.0 0.2 0.197
H -1.4732 -4.5828 -0.3308 0.0 -0.1 0.2 0.205
H -0.7366 -4.7137 -1.9297 -0.1 0.0 0.1 0.197
H -2.3887 -4.0929 -1.7549 -0.1 -0.1 0.0 0.223

(4)
21
Properties=species:S:1:pos:R:3:forces:R:3:nbo_charge:R:1 method="wB97M-V/def2-TZVPD" charge=+2 gap_ha=0.4227 smiles="C[C@@H]([NH3+])C/C=C/[NH3+]" e_above_lowest_kcal_mol=10.9
C 1.0015 -1.4987 -0.2501 -1.6 0.6 -1.1 -0.634
C 0.6848 -0.2512 -1.0623 0.1 0.7 -0.9 0.002
C -0.6814 0.4532 -0.7967 -0.2 -0.9 -0.1 -0.476
C -1.1191 0.6550 0.6493 1.9 0.0 -0.1 -0.103
C -0.1924 1.0185 1.5494 -1.9 0.3 -0.2 -0.094
N -0.5903 0.9833 2.9810 -0.7 0.7 0.3 -0.691
N 0.6173 -0.6474 -2.5843 -1.6 0.5 1.1 -0.684
H 1.8689 -2.0197 -0.6241 0.5 0.1 0.5 0.259
H 0.1354 -2.1504 -0.4481 0.2 -0.2 0.4 0.222
H 0.9604 -1.2049 0.7898 0.6 -0.4 0.2 0.245
H 1.4212 0.5447 -1.1068 0.6 -0.3 0.5 0.224
H -0.6488 1.4180 -1.2885 -0.2 0.2 -0.3 0.260
H -1.3864 -0.2072 -1.3219 -0.5 0.5 0.4 0.233
H -2.1598 0.5175 0.9204 0.1 -0.6 0.0 0.251
H 0.6844 1.6088 1.3227 0.5 -0.7 0.2 0.256
H 0.1148 0.5346 3.5762 -0.1 0.1 0.0 0.465
H -0.8400 1.9047 3.3724 0.7 0.1 0.0 0.462
H -1.4832 0.4986 3.1124 0.2 -0.6 -0.2 0.454
H 0.1903 0.1206 -3.1088 0.4 0.2 -0.2 0.446
H 1.5081 -0.8879 -2.9958 0.4 -0.3 -0.1 0.461
H -0.0858 -1.3902 -2.6864 0.6 -0.4 -0.1 0.442

(5)
50
Properties=species:S:1:pos:R:3:forces:R:3:nbo_charge:R:1 method="wB97M-V/def2-TZVPD" charge=-2 gap_ha=0.0754
C -0.7253 -1.7513 -6.3133 0.3 0.6 0.8 -0.666
C -1.0858 -1.3098 -4.7750 -0.5 1.7 4.2 -0.040
C -2.2782 -1.9947 -3.8393 2.4 2.9 1.2 -0.271
C -2.5532 -1.5051 -2.2733 2.3 1.2 -2.2 -0.224
C -1.6620 -0.3012 -1.5281 0.9 -0.8 -4.3 -0.025
C -1.9470 0.1740 0.0499 -1.1 0.5 -1.5 -0.451
C -1.0859 -0.6673 1.1565 -2.0 -0.2 -0.5 -0.091
B -2.3084 -1.1436 2.2037 -1.6 0.4 2.2 1.195
O -2.6848 -2.5425 2.4745 0.9 2.5 1.2 -0.927
O -3.1378 -0.0965 2.8986 0.2 -3.2 -1.0 -0.927
O -0.8728 -1.9638 0.4295 2.4 -0.7 2.9 -0.544
C 0.2308 -2.6300 1.1359 -0.3 -3.1 0.8 0.761
O 0.2893 -3.9358 1.3967 -0.2 8.1 -2.0 -0.593
C 1.2635 -1.3839 1.3897 -1.7 -3.0 1.8 -0.658
I 2.1971 -1.2426 -0.6357 0.0 0.8 -2.0 0.008
P 2.8043 -1.7558 2.4531 1.4 1.5 -0.2 1.051
O 4.1176 -2.1296 1.3162 -0.2 0.8 2.7 -0.974
Cl 2.6055 -3.4926 3.6498 -0.2 0.0 -0.8 -0.340
C 0.2940 -0.0824 1.8006 2.9 -0.6 -0.4 -0.133
C 0.3961 0.2175 3.4107 -0.6 -1.1 1.0 -0.564
C -0.5247 1.4533 3.9589 -0.5 6.1 -4.0 0.450
O -0.7432 2.6280 3.3674 1.6 -8.2 3.8 -0.508
I -1.4738 1.1441 5.9490 0.4 0.0 -0.7 -0.033
C 1.0846 1.1907 1.1551 -2.6 5.4 -5.1 0.639
O 0.5965 2.1055 0.3042 2.2 -6.1 5.4 -0.479
N 2.5417 1.4610 1.5923 -0.6 2.0 0.7 -0.796
C 2.7106 2.9310 1.9812 1.2 5.8 -5.3 0.924
O 2.9145 3.9168 1.0761 -1.3 -7.3 7.1 -0.464
F 2.7127 3.3324 3.4115 -0.3 -2.0 -3.7 -0.371
C -0.5120 0.4019 -2.4972 -1.9 -2.7 -1.6 -0.175
C -0.2302 -0.0929 -4.0701 -2.8 -2.0 1.9 -0.241
H -1.3531 -1.0907 -7.0782 1.3 -1.6 1.6 0.220
H -0.8971 -2.9035 -6.4801 0.2 2.4 0.3 0.217
H 0.4324 -1.5100 -6.4758 -2.6 -0.6 0.3 0.228
H -2.9113 -2.8473 -4.3450 1.3 1.8 1.4 0.208
H -3.4387 -2.0820 -1.7183 2.3 1.5 -1.2 0.217
H -1.8918 1.3551 0.1758 0.3 -2.7 -0.3 0.300
H -3.1010 -0.0837 0.2194 2.5 0.4 -0.4 0.216
H -2.8726 -2.6714 3.4591 0.2 0.4 -2.1 0.493
H -3.9834 -0.5297 3.2692 2.1 1.0 -0.8 0.484
H 4.9122 -1.6317 1.7186 -1.9 -1.1 -0.8 0.494
H 0.0859 -0.7805 3.9877 0.4 2.3 -1.1 0.253
H 1.5046 0.4422 3.7908 -2.3 -0.3 -1.2 0.315
H 3.0983 1.3757 0.6945 -0.9 0.4 1.1 0.448
H 0.1679 1.2846 -2.1301 -1.6 -1.8 -0.5 0.292
H 0.6355 0.4322 -4.6891 -2.1 -1.2 1.6 0.234
C 1.6958 5.1195 -1.7487 -0.1 0.0 0.2 0.897
O 2.3221 6.1493 -1.5514 1.5 2.5 0.4 -0.750
O 2.1122 4.1423 -2.3815 2.2 -2.8 -2.3 -0.658
O 0.5485 4.8950 -1.3460 -3.6 0.2 1.6 -0.638

(6)
27
Properties=species:S:1:pos:R:3:forces:R:3:nbo_charge:R:1 method="wB97M-V/def2-TZVPD" gap_ha="0.2581 / 0.2581" e_above_lowest_kcal_mol=83.6
C -3.3056 3.6886 -0.3009 -0.7 0.7 -1.1 0.494
C 0.3837 2.1790 0.8797 1.3 -1.4 0.5 -0.061
C 1.4725 1.6556 1.5874 -1.4 0.8 -1.2 -0.298
C -0.4842 1.2394 0.2725 -0.6 0.2 -0.3 -0.219
C 1.6716 0.2438 1.5394 1.3 1.5 1.7 0.274
C -0.1464 -0.1219 0.2669 1.1 1.6 0.8 0.378
C -2.5637 0.7227 -0.7821 0.7 -1.2 0.5 -0.340
C -2.0594 -0.5629 -1.0386 -0.2 0.4 -1.3 0.075
C -1.7069 1.7064 -0.2547 -0.6 -0.2 -0.5 -0.113
C 2.8499 -0.2089 2.3674 -1.8 1.7 3.1 -0.631
C 0.5340 -2.3688 -2.1483 1.0 3.3 -0.8 -0.644
C -0.3785 -2.2840 -0.8703 3.0 -1.4 1.2 -0.245
N 0.9178 -0.5960 0.9320 -0.5 -1.6 -0.9 -0.479
N -0.8643 -0.9270 -0.5159 -1.1 -2.6 -1.7 -0.332
O -3.5970 3.8709 -1.3951 0.4 -0.3 1.2 -0.560
H 0.1075 3.2041 0.6536 0.3 0.1 0.7 0.244
H 2.1696 2.2646 2.1505 0.0 0.0 -0.2 0.222
H -3.6170 0.9056 -0.9184 -0.2 0.2 -0.6 0.212
H -2.4001 -1.3026 -1.8484 0.0 1.2 1.6 0.214
H 3.6741 0.4415 2.2255 0.8 0.9 -0.1 0.219
H 2.5654 -0.1025 3.5351 0.5 -0.2 -2.6 0.221
H 3.2201 -1.1592 2.2520 0.3 -2.5 -0.6 0.225
H 0.6122 -3.3464 -2.6154 -0.5 0.0 0.1 0.227
H 0.1755 -1.5543 -2.8601 -0.2 -1.5 0.3 0.215
H 1.6216 -1.9580 -2.1299 -1.6 -0.9 1.1 0.225
H -1.1524 -3.0748 -1.0115 0.1 1.2 0.5 0.222
H 0.3000 -2.5551 0.0272 -1.4 0.1 -1.4 0.258